*1*
ORCA calculation (ωB97M-V/def2-TZVPD) on C12H17NS in the gas phase.

The geometry in XYZ format:
```
31
C12H17NS ωB97M-V/def2-TZVPD
N 0.07 -0.24 1.86
C 0.00 -0.39 0.38
C 0.79 -1.70 -0.10
C 2.00 -1.27 -1.00
C 2.87 -0.16 -0.40
C 1.99 1.11 -0.05
C 0.50 0.91 -0.30
C -0.33 2.12 0.26
C -1.77 2.02 -0.28
C -2.32 0.60 -0.27
S -4.01 0.23 -0.31
C -3.61 -1.48 -0.08
C -2.25 -1.66 0.07
C -1.48 -0.46 -0.01
H 1.04 -0.27 2.12
H -0.43 -0.99 2.35
H 1.21 -2.18 0.80
H 0.11 -2.34 -0.69
H 2.58 -2.19 -1.18
H 1.63 -0.93 -1.98
H 3.74 0.22 -1.00
H 3.38 -0.44 0.55
H 2.37 1.90 -0.69
H 2.17 1.34 0.99
H 0.18 0.85 -1.34
H -0.19 2.14 1.34
H 0.10 3.02 -0.16
H -1.76 2.31 -1.35
H -2.44 2.76 0.22
H -4.37 -2.21 0.18
H -1.77 -2.64 0.08
```

Summary:
orbital gap	9.24	eV
HOMO level	-8.3	eV
SMILES	N[C@]12CCCC[C@@H]1CCc1sccc12

*2*
ORCA calculation (ωB97M-V/def2-TZVPD) on C12H17NS in the gas phase.

The geometry in XYZ format:
```
31
C12H17NS ωB97M-V/def2-TZVPD
C 1.45 -3.18 4.19
C 0.13 -2.88 3.80
C -0.04 -2.23 2.58
C 1.02 -1.94 1.78
C 0.88 -1.20 0.43
S 0.30 0.50 0.68
C 0.35 1.14 -1.00
C -0.52 0.33 -1.99
C -0.90 1.14 -3.22
C -1.86 2.25 -2.76
C -1.59 2.75 -1.35
C -0.11 2.61 -1.02
N 2.29 -2.07 2.17
C 2.46 -2.75 3.31
H 1.73 -3.74 5.11
H -0.71 -3.13 4.42
H -1.04 -1.95 2.26
H 0.18 -1.72 -0.22
H 1.85 -1.18 -0.02
H 1.33 1.11 -1.30
H -1.45 0.02 -1.49
H 0.03 -0.59 -2.24
H 0.01 1.62 -3.59
H -1.29 0.53 -3.99
H -1.65 3.07 -3.46
H -2.90 2.04 -2.90
H -1.86 3.85 -1.31
H -2.21 2.30 -0.59
H 0.49 3.13 -1.80
H 0.11 3.11 -0.08
H 3.51 -2.94 3.60
```

Summary:
orbital gap	9.38	eV
HOMO level	-8.4	eV
SMILES	c1ccc(CSC2CCCCC2)nc1

Pick *2*: it beats the second-best structure by 0.0057 hartree.

*1*
ORCA calculation (ωB97M-V/def2-TZVPD) on C3H9N2O2P in the gas phase.

The geometry in XYZ format:
```
17
C3H9N2O2P ωB97M-V/def2-TZVPD
C 2.44 1.54 -0.10
C 1.15 1.28 -0.36
C 0.31 0.07 0.17
N 0.28 -1.30 -0.39
P -1.52 0.54 0.01
N -2.39 -0.73 0.92
O -1.92 1.91 0.30
O -2.13 0.12 -1.53
H 2.84 2.52 -0.38
H 3.03 0.75 0.45
H 0.50 2.06 -0.83
H 0.47 -0.13 1.17
H 1.25 -1.62 -0.51
H -0.22 -1.31 -1.27
H -2.12 -0.92 1.91
H -2.27 -1.63 0.56
H -2.70 0.86 -1.71
```

Summary:
orbital gap	10.66	eV
HOMO level	-10.0	eV
SMILES	C=C[C@H](N)[P@@](N)(=O)O

*2*
ORCA calculation (ωB97M-V/def2-TZVPD) on 2 unconnected molecules or ions with the total composition C3H9N2O2P.

The geometry in XYZ format:
```
17
C3H9N2O2P ωB97M-V/def2-TZVPD
H 1.48 1.67 1.74
N 1.43 0.72 1.44
C 1.97 0.34 0.36
C 1.52 -1.00 -0.13
C 1.81 -1.27 -1.42
H 2.63 0.93 -0.34
H 1.15 -1.67 0.62
H 1.36 -2.22 -1.72
H 2.34 -0.69 -2.17
N -2.00 -0.07 -1.13
P -1.33 0.89 0.14
O -2.90 1.62 0.33
O -1.50 -0.21 1.37
H -2.40 -0.85 -0.53
H -1.34 -0.45 -1.83
H -3.12 2.05 1.09
H -1.12 0.22 2.17
```

Summary:
orbital gap	9.59	eV
HOMO level	-9.0	eV
SMILES	[H]/N=C/C=C.NP(O)O

Pick *1*: it beats the second-best structure by 0.0448 hartree.

*1*
ORCA calculation (ωB97M-V/def2-TZVPD) on 4 unconnected molecules or ions with the total composition C3H17N2O3.

The geometry in XYZ format:
```
25
C3H17N2O3 ωB97M-V/def2-TZVPD
C -0.58 1.82 -1.14
N -1.11 0.76 -1.96
C -0.10 1.09 0.15
N -1.18 0.17 0.65
C -2.24 0.98 1.50
H 0.33 2.45 -1.61
H -1.37 2.61 -0.85
H -0.42 0.27 -2.60
H -1.86 1.15 -2.52
H 0.63 0.37 -0.18
H 0.23 1.88 0.94
H -0.65 -0.50 1.25
H -1.70 -0.27 -0.19
H -1.93 0.86 2.66
H -2.26 2.07 1.13
H -3.21 0.41 1.32
H 2.03 -2.71 0.68
H 1.41 -1.88 -0.40
O 1.25 -2.20 0.54
H 2.42 -0.99 -2.44
H 1.45 -2.05 -2.84
O 1.75 -1.49 -2.15
H 1.52 -1.17 2.08
H 2.17 0.07 2.44
O 1.35 -0.36 2.52
```

Summary:
orbital gap (spin up / spin down)	2.79 / 10.35	eV
multiplicity	2
HOMO level (spin up / spin down)	-2.3 / -10.0	eV
⟨S²⟩	0.751

*2*
ORCA calculation (ωB97M-V/def2-TZVPD) on 4 unconnected molecules or ions with the total composition C3H17N2O3.

The geometry in XYZ format:
```
25
C3H17N2O3 ωB97M-V/def2-TZVPD
N 0.54 -0.02 1.12
C 0.19 1.15 0.16
C 0.29 2.43 0.95
C -1.13 1.06 -0.54
N -1.35 -0.24 -1.18
H 1.08 -0.74 0.65
H -0.22 -0.47 1.63
H 1.19 0.30 1.81
H 0.87 0.90 -0.67
H 1.15 2.31 1.67
H -0.52 2.37 1.65
H 0.40 3.34 0.38
H -2.08 1.32 0.03
H -1.26 2.02 -1.14
H -2.29 -0.52 -1.09
H -1.07 -0.40 -2.18
H 3.17 -0.08 -0.72
H 4.05 -0.33 0.54
O 3.15 -0.39 0.19
H -2.17 -2.44 -3.31
H -1.29 -2.85 -4.56
O -1.49 -2.07 -4.02
H 0.27 -2.53 2.90
H -1.14 -2.31 2.93
O -0.35 -1.81 2.78
```

Summary:
orbital gap (spin up / spin down)	2.95 / 10.25	eV
multiplicity	2
HOMO level (spin up / spin down)	-2.4 / -9.8	eV
⟨S²⟩	0.750

Pick *2*: it beats the second-best structure by 0.0169 hartree.

*1*
ORCA calculation (ωB97M-V/def2-TZVPD) on 2 unconnected molecules or ions with the total composition C2HFN2O2.

The geometry in XYZ format:
```
8
C2HFN2O2 ωB97M-V/def2-TZVPD
C -1.23 -0.20 -0.46
C -0.88 1.07 0.10
N 0.00 -0.02 0.22
N 1.10 -0.48 0.74
O -1.84 -1.05 -1.01
O -0.94 2.22 0.36
F 1.24 -1.81 0.41
H 2.55 0.26 -0.35
```

Summary:
orbital gap (spin up / spin down)	9.14 / 8.12	eV
HOMO level (spin up / spin down)	-10.2 / -10.6	eV

*2*
ORCA calculation (ωB97M-V/def2-TZVPD) on C2HFN2O2 in the gas phase.

The geometry in XYZ format:
```
8
C2HFN2O2 ωB97M-V/def2-TZVPD
O -1.74 0.32 -0.04
C -0.46 -0.07 -0.02
N 0.05 -1.34 0.05
N 1.32 -1.34 -0.06
O 1.73 0.01 0.00
C 0.63 0.77 -0.03
F 0.80 2.08 0.01
H -2.33 -0.42 0.09
```

Summary:
orbital gap	10.18	eV
HOMO level	-9.7	eV
SMILES	Oc1nnoc1F

*3*
ORCA calculation (ωB97M-V/def2-TZVPD) on 2 unconnected molecules or ions with the total composition C2HFN2O2.

The geometry in XYZ format:
```
8
C2HFN2O2 ωB97M-V/def2-TZVPD
C 0.24 0.71 0.77
C 1.27 0.82 -0.03
N -0.72 0.75 1.47
N -1.16 -0.98 -0.42
O -1.12 -1.75 -1.33
O -1.95 -0.70 0.43
F 2.38 0.11 0.14
H 1.07 1.05 -1.02
```

Summary:
orbital gap (spin up / spin down)	9.13 / 7.43	eV
HOMO level (spin up / spin down)	-10.6 / -9.4	eV

Pick *2*: it beats the second-best structure by 0.1577 hartree.

*1*
ORCA calculation (ωB97M-V/def2-TZVPD) on 2 unconnected molecules or ions with the total composition C5H12N2O.

The geometry in XYZ format:
```
20
C5H12N2O ωB97M-V/def2-TZVPD
N 3.39 -0.56 1.83
C -0.85 0.71 -2.22
C -1.48 0.49 -1.01
N -0.76 -0.56 -0.16
C 0.69 -0.80 -0.30
C 1.51 0.40 0.20
C -1.23 -0.55 1.25
O -2.44 1.09 -0.47
H 3.17 -0.35 2.76
H 4.19 -1.15 1.79
H -1.22 1.66 -2.57
H -0.14 0.13 -2.72
H 1.06 -1.62 0.31
H 0.85 -1.10 -1.36
H 0.95 0.90 1.03
H 2.08 1.03 -0.46
H 2.43 -0.06 0.87
H -1.09 -1.51 1.66
H -2.24 -0.36 1.23
H -0.82 0.13 1.92
```

Summary:
total charge	+1
orbital gap (spin up / spin down)	7.77 / 5.95	eV
multiplicity	2
HOMO level (spin up / spin down)	-13.3 / -13.4	eV
⟨S²⟩	1.784

*2*
ORCA calculation (ωB97M-V/def2-TZVPD) on 2 unconnected molecules or ions with the total composition C5H12N2O.

The geometry in XYZ format:
```
20
C5H12N2O ωB97M-V/def2-TZVPD
O 1.32 1.80 0.17
C 0.50 1.37 0.98
C 0.85 0.63 2.25
N -0.25 0.70 3.21
H -0.59 1.45 0.80
H 0.96 -0.42 1.97
H 1.82 1.03 2.61
H -0.10 0.04 4.00
H -0.32 1.64 3.62
C -1.51 0.30 -2.49
C -0.20 -0.22 -2.00
C -0.10 -1.46 -1.53
N 1.06 -2.16 -1.03
H -2.29 -0.52 -2.63
H -2.02 1.03 -1.86
H -1.53 0.73 -3.51
H 0.67 0.48 -1.95
H -0.94 -2.14 -1.54
H 0.80 -2.72 -0.24
H 1.85 -1.56 -0.83
```

Summary:
total charge	+1
orbital gap (spin up / spin down)	9.30 / 4.91	eV
multiplicity	2
HOMO level (spin up / spin down)	-12.9 / -12.9	eV
⟨S²⟩	0.761

Pick *2*: it beats the second-best structure by 0.1652 hartree.

*1*
ORCA calculation (ωB97M-V/def2-TZVPD) on C14H19N3O4 in the gas phase.

The geometry in XYZ format:
```
40
C14H19N3O4 ωB97M-V/def2-TZVPD
N 1.12 -1.32 2.81
C 2.26 -1.99 2.36
O 2.26 -3.17 2.01
C 3.56 -1.17 2.10
C 4.05 -1.43 0.65
C 3.08 -1.27 -0.38
N 3.74 -1.85 -1.56
C 2.29 0.03 -0.56
O 2.69 1.10 -0.84
N 0.93 -0.25 -0.34
C -0.14 0.66 -0.62
C -1.34 0.00 -1.29
C -2.84 0.66 -1.25
C -3.08 1.95 -0.83
C -4.32 2.59 -1.10
C -5.34 1.84 -1.59
C -5.14 0.53 -2.06
C -3.92 -0.05 -1.88
C -0.75 1.15 0.75
O -1.21 0.32 1.49
O -0.41 2.44 1.01
H 1.19 -0.43 3.46
H 0.35 -1.88 3.14
H 3.29 -0.08 2.18
H 4.32 -1.12 2.86
H 4.19 -2.56 0.66
H 4.96 -0.88 0.25
H 2.23 -2.08 -0.23
H 3.05 -1.93 -2.33
H 4.54 -1.31 -1.97
H 0.69 -0.87 0.55
H 0.12 1.55 -1.09
H -1.12 -0.09 -2.33
H -1.57 -1.07 -1.01
H -2.33 2.36 -0.25
H -4.35 3.74 -0.86
H -6.33 2.39 -1.70
H -6.07 -0.04 -2.30
H -3.84 -1.02 -2.35
H -0.84 2.61 1.87
```

Summary:
orbital gap	9.51	eV
HOMO level	-9.1	eV
SMILES	NC(=O)CC[C@H](N)C(=O)N[C@@H](Cc1ccccc1)C(=O)O

*2*
ORCA calculation (ωB97M-V/def2-TZVPD) on C14H19N3O4 in the gas phase.

The geometry in XYZ format:
```
40
C14H19N3O4 ωB97M-V/def2-TZVPD
C -3.06 -2.51 -3.06
N -3.20 -2.04 -1.70
C -3.37 -2.89 -0.65
O -3.51 -4.09 -0.83
C -3.64 -2.22 0.73
N -3.18 -0.82 0.74
C -1.85 -0.46 0.65
O -0.90 -1.17 0.48
C -1.57 1.01 0.77
C -0.49 1.46 1.74
C 0.84 1.54 1.06
C 1.66 0.41 1.25
C 2.97 0.43 0.72
C 3.55 1.56 0.15
O 4.76 1.56 -0.45
C 2.83 2.77 0.15
C 1.48 2.76 0.60
N -1.25 1.50 -0.67
C -2.03 1.26 -1.83
C -1.41 1.51 -3.10
O -3.17 0.88 -1.68
H -2.26 -3.26 -3.04
H -4.00 -3.01 -3.19
H -2.79 -1.60 -3.70
H -3.39 -1.07 -1.47
H -3.04 -2.72 1.54
H -4.63 -2.29 1.00
H -3.82 -0.10 0.63
H -2.59 1.40 1.11
H -0.36 0.67 2.56
H -0.73 2.46 2.17
H 1.21 -0.50 1.71
H 3.54 -0.45 0.84
H 5.17 2.45 -0.34
H 3.16 3.73 -0.08
H 0.74 3.56 0.55
H -0.38 1.89 -0.88
H -1.94 1.10 -3.89
H -1.47 2.58 -3.23
H -0.35 1.12 -3.10
```

Summary:
orbital gap	9.17	eV
HOMO level	-8.6	eV
SMILES	CNC(=O)CNC(=O)[C@@H](Cc1ccc(O)cc1)NC(C)=O

Pick *2*: it beats the second-best structure by 0.0426 hartree.